(1)
29
Properties=species:S:1:pos:R:3:forces:R:3 method="wB97M-V/def2-TZVPD" multiplicity=1 homo_lumo_gap_ev=9.224 e_lumo_ev=0.54 homo_energy_ev=-8.7
C -3.862603 -1.152463 -0.090616 -0.1 -0.1 0.1
C -2.907036 -0.002865 -0.005911 0.1 0.1 0.0
C -3.390287 1.287726 0.162959 0.0 0.0 0.0
C -2.532250 2.372492 0.200668 0.1 0.0 -0.1
C -1.170272 2.180120 0.089510 0.0 -0.1 0.0
C -0.659510 0.894615 -0.065019 -0.4 -0.1 0.1
N 0.728388 0.742481 -0.149232 0.2 0.3 -0.2
C 1.464423 -0.271142 0.388162 0.0 0.3 0.0
O 0.996341 -1.212417 0.998323 0.3 0.1 0.1
C 2.909023 -0.112445 0.177276 0.7 -1.0 0.5
C 3.938986 -0.943806 0.536685 -0.8 0.4 -0.2
C 5.122551 -0.322737 0.085385 0.0 0.5 -0.3
C 4.731529 0.837716 -0.512362 0.7 -0.4 0.2
O 3.400418 0.977922 -0.463097 -0.5 0.2 -0.1
C -1.527777 -0.199496 -0.125054 0.1 0.1 0.1
C -0.969861 -1.547528 -0.447866 0.1 -0.1 -0.6
O -0.283500 -1.760721 -1.416811 -0.1 0.0 0.1
O -1.381407 -2.510634 0.375404 -0.3 -0.3 0.5
H -4.888849 -0.794495 -0.112068 0.0 0.0 0.0
H -3.736685 -1.808251 0.768504 -0.1 -0.1 0.0
H -3.677424 -1.740941 -0.987419 -0.1 -0.1 0.0
H -4.454726 1.445581 0.252763 -0.1 0.0 0.0
H -2.926627 3.370616 0.318640 0.0 0.1 0.0
H -0.492511 3.020702 0.123717 0.1 0.1 0.1
H 1.241409 1.531843 -0.516728 0.0 -0.2 0.0
H 3.841115 -1.875176 1.054036 -0.1 -0.2 0.1
H 6.123603 -0.686968 0.189828 0.2 0.0 0.0
H 5.288338 1.618946 -0.991823 0.0 0.1 -0.1
H -0.924786 -3.338686 0.162139 0.0 0.2 -0.2


(2)
19
Properties=species:S:1:pos:R:3:forces:R:3 method="wB97M-V/def2-TZVPD" total_charge=+1 multiplicity=2 homo_lumo_gap_ev="6.664 / 2.125" e_lumo_ev="-6.59 / -11.11" homo_energy_ev="-13.3 / -13.2"
C -3.111291 0.368809 -2.289990 0.5 -0.8 -0.1
N -3.808371 1.709329 -2.384340 -2.3 -0.8 -4.2
O -3.479571 2.505149 -1.497410 -0.3 0.4 0.0
O -4.607101 1.956549 -3.342970 3.3 -0.6 4.3
H -3.820711 -0.458071 -2.256850 -0.5 0.5 0.2
H -2.415281 0.312549 -1.453020 -0.4 0.4 0.2
H -2.518321 0.178979 -3.184660 -0.1 0.7 -0.3
C 2.954779 -1.464931 1.286090 0.6 -0.8 0.8
N 3.623679 -2.459601 0.323250 -2.2 1.9 -2.1
O 4.681629 -2.920781 0.585000 0.9 -0.7 0.7
O 3.036089 -2.578081 -0.772090 0.6 -0.1 1.7
H 3.671049 -1.229911 2.073380 0.3 0.2 -0.4
H 2.178199 -1.976961 1.854270 -0.3 -0.2 -0.6
H 2.584769 -0.583811 0.761860 0.2 -0.5 -0.2
C 0.198629 1.244249 2.236030 -1.0 0.1 0.0
Cl 1.764329 1.785959 1.797480 0.7 0.3 -0.1
Cl -0.906661 1.557839 0.818680 0.0 -0.1 -0.1
H 0.186859 0.171099 2.426550 -0.1 0.3 0.1
H -0.212711 1.881629 3.018740 0.1 -0.4 0.1


(3)
6
Properties=species:S:1:pos:R:3:forces:R:3 method="wB97M-V/def2-TZVPD" multiplicity=1 homo_lumo_gap_ev=12.093 e_lumo_ev=0.14 homo_energy_ev=-12.0
N -0.310789 -0.312610 0.559728 -2.3 -1.0 -0.7
S -1.633198 -0.017156 -0.107493 2.0 2.9 -1.5
O -2.902208 -0.418321 0.342024 0.3 -0.7 0.2
F -1.720990 -0.126525 -1.763664 0.5 -0.4 2.3
F -1.629228 1.583464 -0.228080 -0.4 -0.8 0.0
H 0.412184 0.373026 0.383271 0.0 0.1 -0.4


These records have energy above the lowest of the compared OMol25 structures with the same formula, charge and spin values of 0.00, 12.03, 1.38 kcal per mole, in the order they appear.
These records have electronic energy values of -23340.0180, -39438.1713, -19822.3460 eV, in the order they appear.